Below is a structure of composition C23H26BF4N2O6PRhSb, with properties calculated with ωB97M-V with the def2-TZVPD basis set.

* HOMO-LUMO gap (alpha / beta): 0.305 / 0.281 Ha
* net charge: 0
* LUMO (alpha / beta): 0.13 / -1.97 eV
* multiplicity: 5

The geometry in XYZ format:
```
65
Properties=species:S:1:pos:R:3:forces:R:3
Rh 0.8544 -0.0717 0.4168 0.322 0.188 0.381
C -1.2808 -3.2484 1.5762 -0.046 0.034 0.000
C -0.0517 -2.7732 2.2625 -0.018 -0.040 -0.050
N 0.6583 -1.7138 1.9299 0.002 0.016 0.005
C 1.7200 -1.6447 2.8017 0.044 -0.011 0.135
C 1.6443 -2.6877 3.6793 -0.070 -0.024 -0.049
N 0.5188 -3.3841 3.3181 0.049 0.015 0.005
C 2.4279 -3.1725 4.8475 -0.017 0.019 0.031
O 3.4895 -2.4841 5.1779 0.038 0.051 -0.057
O 2.0413 -4.1605 5.4309 0.007 -0.008 -0.008
C 2.6849 -0.5011 2.7418 0.045 -0.118 -0.016
O 3.6274 -0.4866 3.5412 -0.014 -0.015 0.052
O 2.4188 0.3864 1.8751 -0.072 0.015 -0.058
H -1.6882 -2.4319 0.9823 0.007 -0.014 -0.006
H -2.0349 -3.5715 2.2935 0.012 -0.009 0.013
H -1.0575 -4.0893 0.9167 0.010 -0.005 -0.010
H 0.2180 -4.2128 3.8104 -0.004 0.001 -0.007
H 3.6225 -1.6907 4.5556 -0.019 -0.002 0.023
O -3.2049 0.4187 -1.1388 -0.037 0.041 -0.012
C -2.2584 0.3947 -0.3805 0.037 0.206 0.073
O -1.2317 -0.4054 -0.5059 0.025 -0.366 -0.032
C -2.1778 1.3026 0.8491 -0.048 0.056 -0.061
P -0.4463 1.7915 1.2058 -0.286 0.085 -0.227
C -0.4514 2.3833 2.9109 0.021 0.017 0.044
C -0.8340 3.6821 3.2400 -0.008 0.014 -0.012
C -0.8410 4.0862 4.5652 0.003 -0.023 0.012
C -0.4649 3.1984 5.5650 -0.003 0.013 -0.001
C -0.0798 1.9056 5.2423 -0.007 0.007 -0.002
C -0.0688 1.4997 3.9165 -0.014 -0.004 0.033
C -0.1346 3.2384 0.1687 -0.036 0.009 -0.011
C -1.0259 3.6867 -0.8015 -0.026 0.017 -0.017
C -0.6811 4.7530 -1.6215 0.026 0.014 0.008
C 0.5506 5.3725 -1.4776 -0.022 -0.018 -0.005
C 1.4477 4.9195 -0.5183 0.015 0.018 0.003
C 1.1117 3.8527 0.2962 0.059 0.012 0.026
H -2.5224 0.7222 1.7093 0.070 -0.037 0.016
H -2.8556 2.1486 0.7376 0.000 -0.030 0.013
H -1.1147 4.3800 2.4603 0.006 -0.005 -0.010
H -1.1352 5.0959 4.8190 -0.001 0.008 -0.002
H -0.4632 3.5204 6.5981 0.001 -0.003 0.007
H 0.2286 1.2185 6.0189 0.004 -0.007 0.005
H 0.2517 0.4976 3.6605 0.001 -0.003 -0.013
H -1.9904 3.2137 -0.9384 0.015 -0.021 0.014
H -1.3793 5.0952 -2.3740 0.004 0.005 -0.005
H 0.8182 6.2019 -2.1186 -0.001 0.005 -0.005
H 2.4154 5.3917 -0.4136 0.004 -0.003 0.004
H 1.8224 3.4861 1.0303 -0.011 0.005 -0.011
F 3.5436 -0.1934 -2.4487 -0.005 -0.001 -0.025
B 2.4017 -0.7595 -1.9873 0.188 -0.002 0.218
F 1.8852 -1.7440 -2.8209 -0.052 -0.045 -0.082
F 2.5705 -1.3029 -0.6622 -0.141 0.024 -0.327
F 1.3592 0.2512 -1.8198 -0.072 -0.025 0.008
C -0.1561 -3.9810 -2.8712 -0.176 0.162 -0.041
Sb -1.0429 -2.1260 -2.1715 0.171 -0.200 -0.010
C -1.1067 -0.8045 -3.8044 -0.007 0.097 -0.004
C -3.0613 -2.7418 -2.0025 -0.067 -0.012 0.059
H -0.6164 -4.2031 -3.8345 0.016 -0.032 -0.012
H -0.3945 -4.7583 -2.1494 0.014 -0.026 -0.004
H 0.9132 -3.8356 -2.9660 0.013 -0.015 0.001
H -1.5906 -1.3028 -4.6436 0.018 -0.029 -0.007
H -0.0961 -0.5022 -4.0626 -0.001 -0.023 0.008
H -1.6984 0.0552 -3.4960 0.003 0.000 0.006
H -3.3678 -3.1510 -2.9656 0.008 -0.011 -0.008
H -3.6775 -1.8832 -1.7519 0.010 0.044 0.000
H -3.1632 -3.5130 -1.2411 0.017 -0.012 0.003
```
Positions in Å, forces in eV/Å.

---

Below is a cluster of 4 separate species, C4H17N2O4 in total, with properties calculated with ωB97M-V with the def2-TZVPD basis set.

* HOMO-LUMO gap (alpha / beta): 0.115 / 0.377 Ha
* net charge: 0
* LUMO (alpha / beta): 0.45 / 0.41 eV
* multiplicity: 2

The geometry in XYZ format:
```
27
Properties=species:S:1:pos:R:3:forces:R:3
O -1.8807 1.6719 1.9248 -0.098 -0.229 0.542
C -1.0779 0.8112 2.1954 0.077 1.031 -1.449
C -0.0822 0.3646 1.1367 -0.041 -2.297 0.895
C -0.1494 -1.1725 1.1005 1.064 -1.219 -0.114
C 1.2218 -1.8522 0.7557 0.149 1.342 0.336
N 2.2673 -1.3026 1.6259 -0.285 -0.502 1.075
N -0.3417 0.9427 -0.1631 0.153 2.039 -0.895
H -1.0225 0.3093 3.1699 0.017 0.026 0.078
H 0.9491 0.5440 1.4607 -0.094 0.409 0.090
H -0.8715 -1.6208 0.4165 -0.330 0.554 -0.091
H -0.3975 -1.5673 2.0913 -0.085 0.290 0.046
H 1.5012 -1.6360 -0.2739 -0.202 -0.233 -0.180
H 1.0932 -2.9170 0.9178 0.084 -0.199 -0.258
H 3.1262 -0.9743 1.2353 0.126 0.107 -0.879
H 2.5473 -1.9522 2.3517 -0.255 0.077 -0.004
H -0.7880 0.3678 -0.8885 0.016 -0.358 0.328
H -0.9260 1.7860 -0.0633 -0.339 -0.335 0.195
H 0.4821 1.3772 -0.6590 0.304 -0.509 0.005
H 2.1589 1.3970 -2.2660 -0.257 0.400 -0.069
H 1.5382 2.8830 -2.2828 0.174 -0.415 -0.020
O 1.4572 1.9872 -1.8971 0.056 -0.005 0.197
H 0.4279 -0.9311 -3.2494 -0.220 0.278 -0.181
H -1.1118 -0.5489 -3.0135 1.019 -0.269 -0.086
O -0.2639 -0.8080 -2.5819 -0.907 0.040 0.445
H -3.5380 0.6912 -1.7236 -0.070 0.103 0.008
H -3.3017 1.4525 -0.4063 -0.318 0.482 0.283
O -3.0179 0.6975 -0.9138 0.262 -0.610 -0.298
```
Positions in Å, forces in eV/Å.

---

Below is a structure of composition C3H4BrO3Zr, with properties calculated with ωB97M-V with the def2-TZVPD basis set.

* HOMO-LUMO gap: 0.066 Ha
* net charge: +3
* LUMO: -18.29 eV

The geometry in XYZ format:
```
12
Properties=species:S:1:pos:R:3:forces:R:3
Zr 4.6487 -3.6381 -1.2551 -1.774 1.505 -0.461
Br 2.7524 -2.0633 -1.6124 2.170 -1.747 0.273
C -0.6353 -0.3335 -0.1641 1.031 -0.054 0.825
C -0.5892 0.3307 1.2324 -0.749 0.340 -0.696
O -1.2437 1.5747 0.9490 0.206 -0.474 0.066
C -1.0098 1.8546 -0.3469 -0.626 -0.076 -0.244
O -1.1133 2.9740 -0.7483 0.348 0.540 -0.104
O -0.6904 0.7851 -1.0646 -0.354 -0.383 0.311
H -1.5563 -0.9349 -0.1902 -0.091 0.178 -0.472
H 0.2419 -0.9520 -0.4045 -0.482 0.339 0.096
H 0.4179 0.5645 1.6197 0.006 -0.341 0.114
H -1.2229 -0.1618 1.9851 0.315 0.174 0.291
```
Positions in Å, forces in eV/Å.

---

- Look up the net charge of the first one.
  0

---

Please write out number 2 again, unchanged.
Below is a cluster of 4 separate species, C4H17N2O4 in total, with properties calculated with ωB97M-V with the def2-TZVPD basis set.

* HOMO-LUMO gap (alpha / beta): 0.115 / 0.377 Ha
* net charge: 0
* LUMO (alpha / beta): 0.45 / 0.41 eV
* multiplicity: 2

The geometry in XYZ format:
```
27
Properties=species:S:1:pos:R:3:forces:R:3
O -1.8807 1.6719 1.9248 -0.098 -0.229 0.542
C -1.0779 0.8112 2.1954 0.077 1.031 -1.449
C -0.0822 0.3646 1.1367 -0.041 -2.297 0.895
C -0.1494 -1.1725 1.1005 1.064 -1.219 -0.114
C 1.2218 -1.8522 0.7557 0.149 1.342 0.336
N 2.2673 -1.3026 1.6259 -0.285 -0.502 1.075
N -0.3417 0.9427 -0.1631 0.153 2.039 -0.895
H -1.0225 0.3093 3.1699 0.017 0.026 0.078
H 0.9491 0.5440 1.4607 -0.094 0.409 0.090
H -0.8715 -1.6208 0.4165 -0.330 0.554 -0.091
H -0.3975 -1.5673 2.0913 -0.085 0.290 0.046
H 1.5012 -1.6360 -0.2739 -0.202 -0.233 -0.180
H 1.0932 -2.9170 0.9178 0.084 -0.199 -0.258
H 3.1262 -0.9743 1.2353 0.126 0.107 -0.879
H 2.5473 -1.9522 2.3517 -0.255 0.077 -0.004
H -0.7880 0.3678 -0.8885 0.016 -0.358 0.328
H -0.9260 1.7860 -0.0633 -0.339 -0.335 0.195
H 0.4821 1.3772 -0.6590 0.304 -0.509 0.005
H 2.1589 1.3970 -2.2660 -0.257 0.400 -0.069
H 1.5382 2.8830 -2.2828 0.174 -0.415 -0.020
O 1.4572 1.9872 -1.8971 0.056 -0.005 0.197
H 0.4279 -0.9311 -3.2494 -0.220 0.278 -0.181
H -1.1118 -0.5489 -3.0135 1.019 -0.269 -0.086
O -0.2639 -0.8080 -2.5819 -0.907 0.040 0.445
H -3.5380 0.6912 -1.7236 -0.070 0.103 0.008
H -3.3017 1.4525 -0.4063 -0.318 0.482 0.283
O -3.0179 0.6975 -0.9138 0.262 -0.610 -0.298
```
Positions in Å, forces in eV/Å.

---

- Look up the net charge of the second one.
  0